Molecular formula: C22H27N9O3RuS2
Method: DFT, wB97M-V/def2-TZVPD

Positions of all 64 atoms, in Å:
Ru 0.0135 1.6511 -0.5572
N -3.0917 4.6539 -1.6422
C -1.9955 3.9348 -1.4351
S -1.7425 3.1422 0.0827
N -1.0904 3.8620 -2.3907
N -0.0083 3.1495 -2.0084
C 1.0501 3.3301 -2.7251
C 2.2274 2.6541 -2.2564
C 3.4896 2.7941 -2.8082
C 4.5516 2.1532 -2.1921
C 4.3142 1.4110 -1.0462
C 3.0226 1.3020 -0.5628
N 1.9931 1.9095 -1.1565
H -3.8236 4.7086 -0.9554
H -3.1960 5.1640 -2.5056
H 1.0298 4.0175 -3.5601
H 3.6261 3.4019 -3.6911
H 5.5512 2.2388 -2.5958
H 5.1167 0.9063 -0.5282
H 2.7947 0.7244 0.3182
C 0.9434 -1.0813 1.7530
C 0.9434 -1.2797 0.2828
N 0.7149 -0.3544 -0.6417
C 0.7808 -0.9744 -1.8779
C 1.0441 -2.2853 -1.6882
N 1.1374 -2.4677 -0.3244
C 1.2421 -3.7761 0.3413
N 0.0465 -4.0866 1.0495
N 0.0480 -4.0321 2.4155
N -1.1267 -4.2401 2.8465
C -1.9683 -4.4367 1.7649
C -3.3403 -4.6975 1.7280
C -3.9112 -4.8449 0.4846
C -3.1431 -4.7420 -0.6944
C -1.7889 -4.4831 -0.6718
C -1.2203 -4.3359 0.5965
H 1.5423 -0.2101 2.0111
H 1.3534 -1.9414 2.2751
H -0.0733 -0.9268 2.1180
H 0.6095 -0.4396 -2.7949
H 1.1649 -3.0979 -2.3827
H 2.0615 -3.7804 1.0562
H 1.4459 -4.5049 -0.4424
H -3.9149 -4.7864 2.6391
H -4.9676 -5.0592 0.4021
H -3.6349 -4.8856 -1.6477
H -1.2131 -4.4284 -1.5855
C -3.1997 -0.6992 -0.9553
C -2.0381 0.2004 -0.7504
O -1.5765 0.4487 0.4036
O -1.4530 0.7672 -1.7398
H -3.0438 -1.6180 -0.3879
H -3.3459 -0.9176 -2.0088
H -4.0909 -0.2146 -0.5530
C -0.3031 3.4620 3.3216
S 0.8132 2.2161 2.7120
C 2.3476 2.8886 3.3123
O 0.9239 2.4601 1.1995
H 0.0176 4.4470 2.9875
H -0.2929 3.3898 4.4103
H -1.3007 3.2223 2.9603
H 2.4554 3.9083 2.9467
H 3.1487 2.2517 2.9433
H 2.3303 2.8566 4.4015

Output
Maximum force in eV/Å: 2.09
Frontier orbital gap in eV: 6.576
LUMO level in eV: -6.911
Spin multiplicity: 1
Energy above the lowest of the compared OMol25 structures with the same formula, charge and spin in kJ/mol: 0.0
DFT total energy in hartree: -2463.82011
Charge: +2
HOMO in eV: -13.49

These are the natural (NBO) partial charges, in e, on atoms 1 to 8: number 1, Ru, carries 0.9929; number 2, N, carries -0.7361; number 3, C, carries 0.2945; number 4, S, carries 0.1087; number 5, N, carries -0.3743; number 6, N, carries -0.1169; number 7, C, carries 0.0589; number 8, C, carries 0.1602

---

Molecular formula: C22H27NO10
Method: DFT, wB97M-V/def2-TZVPD

Positions of all 60 atoms, in Å:
C -3.6977 -0.3668 0.1960
C -3.2588 0.6355 -0.8251
O -3.6338 0.6994 -1.9667
O -2.3947 1.5108 -0.2739
C -1.8909 2.5626 -1.0761
H -2.4624 2.6036 -2.0098
C -0.3912 2.4521 -1.4068
C 0.0048 1.1702 -2.1712
C 0.1392 -0.0918 -1.2771
C 0.3267 0.3011 0.1968
N 0.9277 -0.7491 0.9779
C 0.1804 -1.6944 1.5953
O -1.0222 -1.7772 1.4708
C 1.0027 -2.6141 2.4848
C 1.2732 -1.8741 3.7688
C 2.4372 -1.1342 3.9355
C 2.6561 -0.4305 5.1071
C 1.7140 -0.4536 6.1210
C 0.5481 -1.1827 5.9576
C 0.3286 -1.8869 4.7876
H -0.5838 -2.4501 4.6573
H -0.1922 -1.2030 6.7438
H 1.8871 0.0948 7.0351
H 3.5669 0.1375 5.2265
H 3.1812 -1.1058 3.1525
H 0.4192 -3.5140 2.6790
H 1.9353 -2.8790 1.9868
H 1.9154 -0.6712 1.1866
H -0.6675 0.5042 0.6161
C 1.1331 1.6010 0.2301
O 0.3980 2.6664 -0.2328
H 1.4481 1.8440 1.2540
O 2.3163 1.5121 -0.5949
C 3.4384 0.9772 -0.1065
O 3.5033 0.4165 0.9591
C 4.5774 1.1420 -1.0667
H 5.5045 0.8349 -0.5926
H 4.6372 2.1769 -1.3919
H 4.3933 0.5242 -1.9433
H 0.9982 -0.6803 -1.6294
O -1.0167 -0.8960 -1.3802
C -1.0554 -1.7883 -2.3867
O -0.1315 -1.9933 -3.1273
C -2.3872 -2.4733 -2.4219
H -2.3919 -3.2352 -3.1948
H -3.1510 -1.7250 -2.6230
H -2.5893 -2.9143 -1.4494
H 0.9682 1.3709 -2.6592
O -0.9576 0.8652 -3.1626
C -0.9928 1.6150 -4.2760
O -0.2579 2.5458 -4.4690
C -2.0686 1.1131 -5.1903
H -1.7661 0.1476 -5.5903
H -2.9794 0.9686 -4.6136
H -2.2268 1.8158 -6.0020
H -0.1728 3.3026 -2.0677
H -2.0329 3.4873 -0.5100
H -2.8378 -0.9510 0.5231
H -4.4567 -1.0181 -0.2249
H -4.0922 0.1547 1.0645

Output
Maximum force in eV/Å: 1.02
Frontier orbital gap in eV: 9.666
LUMO level in eV: 0.566
Spin multiplicity: 1
Energy above the lowest of the compared OMol25 structures with the same formula, charge and spin in kJ/mol: 34.6
DFT total energy in hartree: -1661.78989
Charge: 0
SMILES string: CC(=O)OC[C@H]1O[C@H](OC(C)=O)[C@H](NC(=O)Cc2ccccc2)[C@@H](OC(C)=O)[C@H]1OC(C)=O
HOMO in eV: -9.10

These are the natural (NBO) partial charges, in e, on atoms 1 to 8: number 1, C, carries -0.7425; number 2, C, carries 0.8347; number 3, O, carries -0.6207; number 4, O, carries -0.5340; number 5, C, carries -0.1082; number 6, H, carries 0.2199; number 7, C, carries 0.0397; number 8, C, carries 0.0430